{
  "formula": "C27H67O17P4Tl",
  "method": "ωB97M-V with the def2-TZVPD basis set",
  "homo_ev": -14.65,
  "homo_lumo_gap_ev": 3.083,
  "energy_ha": -3885.68800,
  "spin_multiplicity": 1,
  "charge": 2,
  "species": ["Tl", "C", "C", "C", "O", "H", "H", "H", "H", "H", "H", "H", "C", "C", "O", "P", "O", "O", "C", "C", "O", "C", "C", "H", "H", "H", "H", "H", "H", "H", "H", "H", "H", "H", "H", "H", "H", "H", "C", "C", "O", "P", "O", "O", "C", "C", "O", "C", "C", "H", "H", "H", "H", "H", "H", "H", "H", "H", "H", "H", "H", "H", "H", "H", "C", "C", "O", "P", "O", "O", "C", "C", "O", "C", "C", "H", "H", "H", "H", "H", "H", "H", "H", "H", "H", "H", "H", "H", "H", "H", "C", "C", "O", "P", "O", "O", "C", "C", "O", "C", "C", "H", "H", "H", "H", "H", "H", "H", "H", "H", "H", "H", "H", "H", "H", "H"],
  "xyz": [[-4.67998, 24.59062, 15.98522], [-5.02912, 20.02254, 16.45585], [-4.96053, 20.58715, 15.04933], [-5.94110, 19.78358, 14.07159], [-5.20644, 21.87082, 14.99324], [-4.33178, 20.54696, 17.11304], [-4.73729, 18.96934, 16.47837], [-6.02293, 20.02820, 16.90745], [-3.94674, 20.41118, 14.62319], [-5.65014, 18.73755, 14.12643], [-5.80964, 20.09350, 13.03604], [-6.93450, 20.03691, 14.43317], [1.75353, 24.04483, 11.93355], [0.76409, 25.22159, 11.94229], [-0.16835, 25.11962, 13.02620], [-1.70505, 24.78006, 12.75784], [-2.50909, 24.68667, 13.98480], [-2.18276, 25.84126, 11.68783], [-2.37397, 27.20962, 12.03973], [-3.11621, 28.00195, 11.00238], [-1.61809, 23.42844, 11.91862], [-2.05604, 22.18933, 12.46998], [-1.85287, 21.14847, 11.39413], [2.47493, 24.24466, 12.72523], [1.21127, 23.10732, 11.98956], [2.33395, 24.15932, 11.01683], [1.34172, 26.14607, 11.93720], [0.20213, 25.22528, 11.00465], [-2.81476, 27.31028, 13.03957], [-1.34944, 27.58230, 12.18035], [-4.11906, 27.60892, 10.82815], [-3.16521, 29.05707, 11.26458], [-2.60927, 27.95842, 10.03612], [-1.43642, 21.93575, 13.33669], [-3.08543, 22.21881, 12.83870], [-2.25930, 21.52989, 10.45725], [-0.79824, 20.90813, 11.27125], [-2.36002, 20.20178, 11.59229], [-9.12900, 24.03811, 20.27664], [-7.68640, 23.99929, 19.80442], [-7.03991, 22.76154, 20.12314], [-5.48858, 22.66409, 19.80019], [-5.14599, 23.04403, 18.41683], [-4.77451, 23.54493, 20.94617], [-3.48832, 24.17242, 20.67951], [-3.36976, 25.37368, 21.58399], [-5.12846, 21.15078, 20.10128], [-5.47382, 20.58261, 21.41115], [-5.91169, 19.14134, 21.20099], [-9.28526, 23.60595, 21.26562], [-9.54856, 25.04310, 20.31414], [-9.77939, 23.49757, 19.58358], [-7.67430, 24.22433, 18.73798], [-7.16806, 24.79485, 20.34923], [-2.77307, 23.41410, 21.00787], [-3.42518, 24.33547, 19.60399], [-4.12326, 26.15056, 21.42212], [-3.55984, 25.05378, 22.60847], [-2.42856, 25.91374, 21.49065], [-4.51016, 20.59256, 21.91773], [-6.26573, 21.17549, 21.86115], [-5.10927, 18.51809, 20.81419], [-6.28036, 18.74640, 22.14871], [-6.77715, 19.08235, 20.53801], [-10.94084, 26.80054, 16.98927], [-9.88216, 26.03640, 16.21034], [-10.02498, 24.65188, 16.56723], [-8.89383, 23.66422, 15.99007], [-7.53435, 24.17074, 16.22650], [-9.33451, 23.47525, 14.47551], [-8.46979, 22.75351, 13.59509], [-9.35428, 21.75491, 12.82349], [-9.27811, 22.30010, 16.72917], [-8.24444, 21.38852, 17.09746], [-8.77925, 20.50358, 18.19011], [-11.94205, 26.38809, 16.86529], [-10.74751, 26.75949, 18.06207], [-10.97579, 27.82868, 16.62906], [-10.12200, 26.21350, 15.15801], [-8.89142, 26.44539, 16.40696], [-7.96227, 23.40914, 12.88815], [-7.70471, 22.16143, 14.11209], [-9.81822, 21.08776, 13.55119], [-10.16309, 22.23925, 12.28121], [-8.74333, 21.17947, 12.12722], [-7.89208, 20.82799, 16.22031], [-7.38836, 21.94844, 17.49170], [-8.01065, 19.86543, 18.63782], [-9.24833, 21.01619, 19.02850], [-9.52033, 19.77426, 17.85204], [0.50134, 29.76092, 13.96426], [0.62022, 28.58151, 14.91678], [-0.61246, 27.86802, 14.89798], [-1.56772, 27.65021, 16.16711], [-2.55110, 26.55377, 16.04843], [-0.50778, 27.51813, 17.36238], [-1.02220, 27.29600, 18.66949], [0.16586, 27.19018, 19.62357], [-2.22450, 29.08995, 16.46458], [-3.51127, 29.46228, 15.95813], [-3.34737, 30.22337, 14.67010], [-0.42089, 30.31587, 14.12630], [1.33491, 30.45740, 14.05809], [0.49348, 29.41762, 12.92776], [1.44399, 27.92348, 14.63128], [0.91071, 28.91191, 15.91673], [-1.65478, 28.10035, 19.05704], [-1.62094, 26.37980, 18.64986], [0.84076, 28.02457, 19.44290], [-0.15494, 27.06487, 20.65646], [0.76293, 26.29446, 19.43038], [-4.17673, 28.60632, 15.80154], [-4.01502, 30.00680, 16.75620], [-4.18909, 30.81887, 14.30453], [-2.62207, 31.01899, 14.85975], [-3.08526, 29.60339, 13.81366]],
  "forces_ev_per_angstrom": [[0.46, -0.04, 0.05], [-0.21, -1.03, 0.19], [1.54, 2.13, 3.87], [-0.86, -0.20, -2.05], [-0.63, -1.33, -1.13], [-0.17, 0.37, -0.08], [0.08, -0.01, -0.35], [0.05, 0.35, -0.04], [-0.03, -0.26, -1.15], [0.11, 0.07, 0.60], [0.03, 0.32, 0.14], [0.05, -0.23, 0.11], [-0.21, 1.62, 0.04], [0.27, -0.92, -1.34], [-0.69, 0.33, 0.70], [1.21, 0.25, -0.30], [-0.29, -0.31, 0.10], [-0.70, -1.26, -0.31], [1.28, 1.01, 1.07], [-0.04, -0.49, -0.78], [-0.60, 0.67, 0.00], [0.46, -0.79, 0.34], [-0.21, -0.17, -0.30], [-0.15, -0.68, 0.31], [0.33, -0.19, 0.07], [-0.14, -0.42, -0.16], [-0.36, 0.23, 0.65], [-0.01, 0.00, 0.00], [-0.29, -0.34, -0.19], [-0.23, 0.37, -0.15], [-0.06, 0.11, 0.19], [-0.07, -0.05, 0.26], [0.10, -0.07, 0.07], [0.04, 0.17, 0.04], [-0.12, 0.39, -0.31], [0.13, -0.05, -0.07], [0.01, 0.18, -0.12], [-0.07, 0.08, 0.26], [-0.63, -0.81, -0.18], [-0.74, 1.58, 0.75], [0.49, -0.42, -0.20], [0.24, -0.13, 1.27], [0.40, 0.14, -0.63], [-1.15, -0.44, -1.15], [-0.01, -0.55, 0.55], [-0.66, 0.65, 0.08], [-0.63, 0.81, -0.48], [0.55, -0.85, -0.68], [-0.52, 0.37, 0.14], [0.29, -0.01, 0.02], [0.43, 0.18, -0.09], [0.06, -0.13, 0.05], [0.41, -0.29, -0.06], [0.25, -0.04, -0.22], [0.32, 0.20, -0.38], [0.24, 0.29, 0.11], [-0.18, -0.27, -0.43], [0.45, -0.03, 0.06], [0.26, -0.44, 0.10], [-0.39, 0.24, 0.63], [0.23, 0.06, 0.25], [0.03, 0.00, 0.05], [0.30, -0.10, 0.09], [0.12, 0.11, -0.16], [0.02, -0.09, 0.31], [-1.37, 1.19, -0.08], [1.46, -1.28, -0.73], [-2.43, 0.71, 0.85], [1.05, -0.27, -0.30], [0.83, 0.25, 0.49], [-0.83, -1.07, -1.29], [0.33, 0.18, 0.55], [0.30, 0.86, -0.77], [0.41, 0.17, 1.05], [-0.35, -1.40, 0.33], [0.11, -0.18, -0.31], [0.15, 0.25, -0.03], [0.11, 0.06, 0.22], [0.27, -0.52, -0.14], [0.13, -0.40, 0.17], [-0.05, 0.36, 0.28], [0.06, 0.29, 0.40], [0.01, -0.14, -0.09], [0.14, 0.19, -0.05], [-0.06, -0.03, -0.05], [-0.31, -0.06, 0.02], [-0.04, 0.06, -0.20], [0.31, 0.29, -0.17], [0.18, 0.50, -0.22], [-0.09, 0.27, -0.34], [0.09, -0.10, -0.29], [0.97, 1.06, 0.06], [-1.37, -1.20, 1.04], [1.15, 1.18, 0.00], [-0.06, 0.28, 0.01], [-0.85, 0.33, -1.11], [0.28, -0.48, 1.44], [0.16, -0.90, -0.62], [0.26, -1.16, 0.01], [-1.12, -0.22, -0.21], [0.04, 1.27, -0.25], [0.00, -0.02, 0.18], [0.05, -0.12, 0.14], [-0.04, -0.04, 0.01], [-0.35, -0.27, -0.26], [-0.51, 0.03, 0.08], [-0.07, 0.22, -0.65], [0.07, 0.01, 0.10], [-0.17, 0.23, 0.46], [-0.05, 0.56, 0.04], [-0.11, -0.02, -0.27], [0.45, -0.35, 0.03], [0.32, 0.44, -0.11], [-0.52, -0.43, 0.54], [0.41, -0.31, -0.31], [0.46, -0.13, 0.23]]
}